#w
Density functional theory data (the ωB97M-V functional and the def2-TZVPD basis) for a 2-piece molecular cluster, C2H4N2OS overall.

Last column: Mulliken charge in e.
Geometry (Å):
C -1.08516 -0.39344 -0.37390  0.60
C -1.68128 0.73888 -0.25757  -0.73
N -0.25591 -1.27330 -0.50696  -0.48
N 2.38210 -0.55644 0.81618  -0.48
O 1.03359 1.37040 -0.11484  -0.48
S 1.73784 0.12617 -0.37773  0.57
H -1.87327 1.19244 0.69661  0.26
H -2.04864 1.25587 -1.12392  0.25
H -0.48393 -2.25751 -0.51310  0.21
H 2.27465 -0.20307 1.75526  0.27

Its multiplicity is 1. The HOMO-LUMO gap comes out at 9.7 eV. Its net charge is 0.

#x
Density functional theory data (the ωB97M-V functional and the def2-TZVPD basis) for one molecule with the formula C2H4N2OS.

Last column: Mulliken charge in e.
Geometry (Å):
C -1.67622 -0.85089 0.14350  -0.25
N -0.46798 -0.57959 -0.33591  -0.34
O -0.48622 0.86408 -0.27235  -0.20
C 0.72487 1.37090 -0.05024  0.21
N 1.93268 0.89315 0.11750  -0.39
S 2.47531 -0.71327 -0.07542  -0.12
H -1.97086 -1.92456 -0.05623  0.28
H -2.35982 -0.00750 0.73077  0.26
H 0.47964 2.41536 -0.08141  0.35
H 1.34860 -1.46769 -0.12021  0.21

Its multiplicity is 1. The HOMO-LUMO gap comes out at 8.5 eV. Its net charge is 0. Its SMILES is C=NO/C=N\S.

#y
Density functional theory data (the ωB97M-V functional and the def2-TZVPD basis) for one molecule with the formula C2H4N2OS.

Last column: Mulliken charge in e.
Geometry (Å):
C 0.33227 1.10875 0.03930  -0.01
C 0.89974 -0.28195 0.17737  -0.22
N -0.88401 1.25905 -0.22830  -0.42
N -0.03960 -1.26370 -0.26630  -0.66
O -2.53557 -0.34705 0.79292  -0.46
S -1.80084 -0.15916 -0.42529  0.55
H 0.97920 1.95882 0.20780  0.37
H 1.86916 -0.34042 -0.31963  0.34
H 1.06424 -0.42157 1.25792  0.22
H 0.11541 -1.51277 -1.23578  0.29

Its multiplicity is 1. The HOMO-LUMO gap comes out at 10.0 eV. Its net charge is 0.

#y ends up most stable, edging out the next structure by 0.0257 hartree.